# 1
ORCA calculation (wB97M-V/def2-TZVPD) on a 12-piece molecular cluster, C56H76F21N8O23S7 overall at a distorted geometry.

* orbital gap: 3.5 eV
* net charge: +1
* largest force on an atom: 4.77 eV/Å

```
191
Properties=species:S:1:pos:R:3:lowdin_charge:R:1
C -3.7506 2.6434 6.0038 -0.043
C -4.0457 1.9994 4.6476 -0.127
N -5.5442 1.6472 4.1970 -0.192
C -6.4530 2.7971 4.6604 -0.001
C -5.7801 1.6369 2.6590 -0.125
C -4.7906 0.6448 1.9383 -0.044
C -5.9592 0.2309 4.7550 -0.046
C -6.6152 0.2384 6.1422 -0.162
O -7.8905 0.8487 5.9789 -0.241
C -9.0377 0.0688 5.8305 -0.091
H -4.3088 3.5796 6.0082 0.076
H -2.6994 2.9195 6.0869 0.097
H -3.9741 2.1004 6.9221 0.083
H -3.3985 1.1487 4.4343 0.111
H -3.7589 2.6874 3.8522 0.119
H -6.5374 2.9003 5.7422 0.102
H -7.4730 2.5947 4.3336 0.106
H -6.0987 3.7462 4.2583 0.115
H -5.6127 2.6521 2.2995 0.121
H -6.8469 1.5941 2.4392 0.134
H -4.9034 0.6213 0.8544 0.079
H -4.9419 -0.3657 2.3178 0.056
H -3.7515 0.9155 2.1254 0.063
H -5.0583 -0.3825 4.7689 0.127
H -6.7010 -0.1762 4.0680 0.130
H -6.1503 0.7965 6.9549 0.128
H -6.7924 -0.7660 6.5268 0.136
H -8.9450 -0.7559 5.1239 0.087
H -9.8335 0.7085 5.4489 0.102
H -9.2767 -0.3938 6.7880 0.098
C -0.5344 9.8339 -1.6956 0.016
N 0.0934 8.6240 -1.0096 -0.330
C -0.3678 7.3826 -1.7048 0.001
C 1.6655 8.7620 -1.1785 0.064
C -0.4086 8.6455 0.4553 -0.101
C 0.0628 7.6378 1.4483 -0.239
O -0.0248 6.3048 1.0151 -0.065
H -0.2565 10.7256 -1.1337 0.107
H -1.6097 9.6568 -1.6768 0.113
H -0.1673 9.8922 -2.7203 0.113
H -1.4060 7.2234 -1.4136 0.106
H 0.3016 6.6489 -1.2556 0.086
H -0.2131 7.4233 -2.7830 0.123
H 1.8720 8.7966 -2.2482 0.107
H 2.1262 7.8463 -0.8079 0.103
H 1.9812 9.6301 -0.5999 0.108
H -1.4964 8.6023 0.4022 0.139
H -0.0618 9.6243 0.7869 0.136
H -0.4309 7.8696 2.3920 0.145
H 1.0965 7.9354 1.6248 0.126
H 0.0613 5.7898 1.8207 0.036
C -2.4113 4.2964 -0.4942 0.065
N -1.6900 2.9648 -0.5656 -0.050
C -2.3875 1.7735 -0.5054 -0.032
C -1.8085 0.5488 -0.7428 0.027
C -0.4009 0.5029 -0.9165 -0.121
C 0.2949 1.7461 -0.9647 0.077
C -0.3424 2.9919 -0.8125 0.040
C 0.2973 -0.7367 -1.1481 -0.131
C -0.0590 -1.5981 -2.1941 0.063
C 0.7698 -2.6760 -2.5134 0.027
N 1.8394 -3.0068 -1.7240 -0.033
C 2.2365 -2.1992 -0.6999 0.001
C 1.5099 -1.0670 -0.4310 0.033
C 2.6116 -4.2514 -1.9596 0.002
H -2.7580 4.4380 -1.5178 0.103
H -1.7512 5.1487 -0.3335 0.063
H -3.1943 4.1139 0.2419 0.099
H -3.4285 1.9669 -0.2925 0.107
H -2.4045 -0.3452 -0.6335 0.109
H 1.3325 1.7028 -1.2614 0.127
H 0.1639 3.9339 -0.9634 0.139
H -0.9063 -1.3993 -2.8337 0.111
H 0.6263 -3.3342 -3.3575 0.125
H 3.0819 -2.5880 -0.1516 0.128
H 1.7412 -0.4940 0.4548 0.106
H 3.6534 -3.9387 -1.8904 0.083
H 2.4930 -4.5426 -3.0033 0.102
H 2.3494 -4.9986 -1.2106 0.092
C 5.2212 1.9746 -2.9453 0.032
N 5.6314 0.6349 -2.4262 -0.066
C 5.4166 0.3613 -1.1151 0.052
C 5.7705 -0.9000 -0.5944 0.058
C 6.5585 -1.7680 -1.3367 -0.126
C 6.7564 -1.4692 -2.6705 0.056
C 6.3125 -0.2389 -3.1965 0.021
C 7.0203 -3.0316 -0.6873 -0.119
C 7.3617 -3.0520 0.6567 0.081
C 8.0637 -4.1767 1.1830 0.068
N 8.2230 -5.2497 0.3551 -0.074
C 7.8645 -5.2433 -0.9487 -0.003
C 7.1336 -4.2071 -1.4393 0.031
C 8.9180 -6.4235 0.9233 0.021
H 4.2009 2.1470 -2.6029 0.090
H 5.2801 1.9898 -4.0336 0.100
H 5.8970 2.6725 -2.4511 0.108
H 4.7749 1.0499 -0.5855 0.137
H 5.4966 -1.1305 0.4245 0.081
H 7.2453 -2.1141 -3.3857 0.131
H 6.5818 0.0644 -4.1974 0.145
H 7.1737 -2.1739 1.2569 0.120
H 8.3175 -4.2741 2.2283 0.146
H 7.8763 -6.1781 -1.4895 0.157
H 6.7937 -4.2865 -2.4614 0.139
H 8.9747 -6.4000 2.0115 0.108
H 9.8591 -6.4763 0.3759 0.110
H 8.3881 -7.3460 0.6858 0.098
C 2.3710 -4.2156 3.8040 0.055
N 1.2531 -4.0256 2.8390 -0.044
C 0.7412 -2.7690 2.6631 0.044
C -0.4355 -2.4958 1.8945 0.056
C -0.9904 -3.6187 1.2315 -0.095
C -0.3303 -4.8877 1.3808 0.060
C 0.7279 -5.0771 2.2129 -0.003
C -2.2259 -3.5609 0.3849 -0.126
C -3.3020 -2.7365 0.8085 0.032
C -4.4617 -2.6633 0.0275 -0.015
N -4.4852 -3.3341 -1.1220 -0.055
C -3.4326 -4.1229 -1.5820 0.089
C -2.3101 -4.2975 -0.7819 0.059
C -5.7256 -3.2799 -1.9685 0.061
H 1.9451 -4.8051 4.6160 0.112
H 2.7325 -3.2540 4.1684 0.091
H 3.2415 -4.7286 3.3951 0.110
H 1.3059 -1.9691 3.1188 0.118
H -0.7648 -1.4683 1.8473 0.111
H -0.6542 -5.7679 0.8452 0.134
H 1.1746 -6.0538 2.3259 0.142
H -3.2797 -2.1894 1.7395 0.109
H -5.2778 -2.0023 0.2796 0.132
H -3.5556 -4.6670 -2.5068 0.135
H -1.4769 -4.8605 -1.1757 0.118
H -6.1677 -2.3245 -1.6858 0.101
H -6.4129 -4.0801 -1.6942 0.109
H -5.4102 -3.3796 -3.0070 0.118
C 0.0501 1.9402 3.0771 -0.605
F -1.0221 2.3557 2.4458 0.110
F -0.2789 1.5522 4.3249 0.096
F 0.6214 0.8751 2.4200 0.072
S 1.2822 3.4964 3.2255 0.491
O 0.4338 4.6575 3.2990 -0.348
O 2.0409 3.1909 4.4417 -0.311
O 2.0378 3.5428 1.9812 -0.333
C -0.4010 -8.2238 -2.8002 -0.709
F 0.7466 -8.8197 -3.1468 0.133
F -1.3547 -8.9806 -3.1702 0.190
F -0.5002 -7.8908 -1.4980 0.100
S -0.5925 -6.6004 -3.7836 0.583
O 0.3488 -5.5830 -3.2209 -0.391
O -0.2339 -6.8974 -5.1793 -0.318
O -2.0474 -6.3015 -3.4756 -0.392
C -2.5063 1.5221 -4.4042 -0.607
F -2.9605 2.6949 -4.7838 0.148
F -2.0236 0.8356 -5.4445 0.139
F -1.4671 1.7964 -3.5389 0.074
S -3.8817 0.4473 -3.6175 0.522
O -3.1648 -0.7878 -3.2420 -0.387
O -4.4333 1.1598 -2.4274 -0.382
O -4.8158 0.2635 -4.7303 -0.300
C 1.3500 -0.3454 -5.5089 -0.594
F 0.5393 -1.3440 -5.2438 0.149
F 1.5455 -0.1798 -6.8120 0.154
F 0.7463 0.8193 -5.0201 0.054
S 3.0011 -0.5605 -4.5351 0.483
O 4.0609 0.0631 -5.2873 -0.325
O 2.7382 0.1878 -3.2944 -0.359
O 3.1332 -1.9969 -4.4153 -0.320
C 4.1918 -7.5591 -1.2128 -0.697
F 4.6208 -8.7866 -1.0561 0.163
F 4.7389 -7.0086 -2.2470 0.161
F 2.8813 -7.6303 -1.5265 0.106
S 4.4700 -6.5531 0.3990 0.508
O 5.7047 -7.1833 0.8824 -0.344
O 4.5301 -5.1381 0.0655 -0.355
O 3.2927 -6.8947 1.2391 -0.360
C 3.6460 0.1934 4.4634 -0.596
F 4.0202 -0.8521 5.2370 0.104
F 2.3111 0.2225 4.3792 0.105
F 4.1711 1.3516 4.9263 0.126
S 4.4031 -0.0810 2.6989 0.494
O 5.8478 -0.3003 2.8340 -0.346
O 3.7309 -1.2827 2.1593 -0.386
O 4.1361 1.1364 1.9368 -0.331
C -3.9235 5.5820 -4.4642 -0.667
F -2.6150 5.3714 -4.4528 0.104
F -4.6388 4.7320 -3.7519 0.118
F -4.1175 6.8635 -4.0266 0.061
S -4.6602 5.5191 -6.2824 0.490
O -4.1156 6.7132 -6.9161 -0.367
O -4.2046 4.2589 -6.8728 -0.351
O -6.1318 5.6286 -6.0983 -0.371
```

=====

# 2
ORCA calculation (wB97M-V/def2-TZVPD) on C22H35NO2P2S2Zr as an isolated structure at a distorted geometry.

* orbital gap (spin up / spin down): 5.4 / 5.4 eV
* net charge: +2
* largest force on an atom: 4.32 eV/Å

```
65
Properties=species:S:1:pos:R:3:nbo_charge:R:1
P 0.0227 -1.5369 -3.4493 1.116
P -0.3892 1.4550 -5.5201 1.632
C -0.0265 -1.4394 -5.3026 -0.795
C 0.3302 -0.1228 -6.0820 -0.748
H -1.0122 -1.8102 -5.6232 0.257
H 0.7082 -2.2050 -5.6331 0.264
H 1.4251 -0.0163 -6.2151 0.280
H -0.0450 -0.1768 -7.1268 0.290
C -1.8098 1.8061 -6.5574 -0.968
H -2.3851 2.6296 -6.1191 0.274
H -2.4369 0.9023 -6.6031 0.257
H -1.4377 2.0874 -7.5445 0.261
C 0.6350 2.9616 -5.6104 -0.985
H 0.0488 3.7526 -6.1182 0.284
H 1.5428 2.7852 -6.2117 0.279
H 0.9250 3.3386 -4.6221 0.295
C -1.3220 -2.7853 -2.9684 -1.025
H -1.3887 -3.3649 -1.9336 0.241
H -1.2920 -3.5623 -3.7428 0.287
H -2.2555 -2.2102 -2.9836 0.304
C 1.6980 -2.4299 -3.3381 -0.997
H 2.5237 -1.7692 -3.6279 0.294
H 1.6919 -3.2643 -4.0492 0.252
H 1.9832 -2.8376 -2.3000 0.206
Zr 0.2885 -2.6376 -1.2300 1.575
C 1.3601 2.8094 -1.6797 -0.163
C 0.3646 3.6062 -2.1166 -0.224
C -1.0194 3.5319 -2.6691 -0.461
C -1.8587 2.2757 -2.9268 -0.359
C -1.2826 1.2790 -3.9805 -0.612
C -0.1548 0.5685 -3.2281 -0.454
C 1.3351 0.9058 -3.3290 -0.462
C 1.8133 1.4291 -2.0022 -0.438
C 1.6959 -4.0342 -0.2782 -1.200
H 2.0579 3.2347 -0.9633 0.229
H 0.5328 4.6592 -1.8282 0.227
H -1.0067 4.0760 -3.6278 0.207
H -1.6464 4.1768 -2.0041 0.257
H -2.0274 1.6896 -2.0040 0.222
H -2.8730 2.5784 -3.1979 0.233
H -2.1016 0.5710 -4.2555 0.244
H -0.4536 0.4899 -2.1593 0.249
H 1.6602 1.5417 -4.1626 0.229
H 1.9369 -0.0207 -3.4853 0.207
H 1.4626 0.7566 -1.2035 0.217
H 2.9170 1.3649 -1.9485 0.236
H 2.1969 -3.3512 0.4444 0.262
H 2.5027 -4.5596 -0.8128 0.250
H 1.1505 -4.7647 0.3669 0.248
O 0.5225 1.3907 0.6749 -0.886
S 0.9777 0.1065 1.1776 2.282
O 2.3917 -0.2013 1.1714 -0.859
N 0.1842 -1.1685 0.3536 -0.959
C -0.8304 -1.7476 1.1012 0.203
S -1.6720 -3.0524 0.4089 -0.040
C -0.9176 -1.2411 2.4202 -0.176
C -1.7293 -1.6601 3.4947 -0.112
C -1.6914 -0.8994 4.6606 -0.182
C -0.8272 0.2172 4.7742 -0.121
C 0.0566 0.5695 3.7321 -0.157
C 0.0453 -0.2367 2.6082 -0.280
H -2.3321 -2.5674 3.3798 0.253
H -2.3553 -1.1697 5.4896 0.254
H -0.8203 0.8352 5.6685 0.251
H 0.7357 1.4193 3.7585 0.255
```

=====

# 3
ORCA calculation (wB97M-V/def2-TZVPD) on a 2-piece molecular cluster, C5H13NO overall at a distorted geometry.

* orbital gap (spin up / spin down): 7.5 / 10.0 eV
* net charge: 0
* largest force on an atom: 3.53 eV/Å

```
20
Properties=species:S:1:pos:R:3:nbo_charge:R:1
C 1.3657 1.4894 -0.4985 -0.599
C 0.5869 0.0390 1.3630 -0.613
C -1.1725 1.6133 0.1650 -0.609
C -0.1476 -0.3039 -1.0774 -0.239
C 0.0860 0.6777 0.0675 -0.098
N -0.7668 -3.2356 -0.1063 -0.375
O -1.1988 -2.0750 0.3225 -0.334
H 1.8878 2.0776 0.1697 0.198
H 0.8836 2.1146 -1.2152 0.202
H 2.0478 0.8552 -1.0869 0.202
H -0.0963 0.0432 2.2938 0.216
H 0.7162 -1.0007 1.0993 0.216
H 1.5517 0.5324 1.5130 0.206
H -1.6022 1.7108 -0.8016 0.202
H -1.1590 2.6493 0.5492 0.211
H -1.7275 1.0531 0.8257 0.213
H 0.5145 -1.0238 -1.3627 0.153
H -1.0105 -0.1564 -1.6476 0.167
H -0.6530 -3.3940 -1.0831 0.344
H -0.1059 -3.6663 0.5104 0.340
```

=====

# 4
ORCA calculation (wB97M-V/def2-TZVPD) on C3H6N4O as an isolated structure at a distorted geometry.

* orbital gap: 9.0 eV
* net charge: 0
* largest force on an atom: 9.06 eV/Å

```
14
Properties=species:S:1:pos:R:3:nbo_charge:R:1
C -0.0444 1.8384 -1.8926 -0.397
C -0.6471 -0.6572 0.5634 0.160
C -1.3539 -1.1574 1.6374 0.214
H -0.7960 2.5488 -1.5184 0.217
H 0.7270 2.1067 -2.3660 0.187
H -0.7052 1.1806 -2.4456 0.189
H 1.0429 0.2709 -1.2168 0.372
H 1.0594 -0.0057 1.2040 0.336
H 1.4265 -2.6963 1.8141 0.479
N 0.3334 0.8832 -0.8568 -0.425
N -0.8033 0.3659 -0.2836 -0.210
N 0.7842 -1.1833 0.7636 -0.305
N -1.8252 -1.7233 2.5697 -0.247
O 0.8016 -1.7713 2.0276 -0.569
```